Entry 1:
Formula: C16H23N3O4S
Source: OMol25
Level of theory: the ωB97M-V functional and the def2-TZVPD basis

XYZ file:
```
47
Properties=species:S:1:pos:R:3:forces:R:3:nbo_charge:R:1
C -6.7168 -1.6821 -0.6292 -0.14 -0.15 -0.06 -0.4153
N -5.9444 -0.6119 -0.0611 0.16 0.30 0.17 -0.4374
C -6.4078 0.2126 0.9467 -0.64 -0.60 -0.16 0.8720
O -7.4736 0.1514 1.4844 0.03 0.21 0.16 -0.5862
O -5.4321 1.1201 1.2380 0.09 0.40 0.28 -0.4327
C -4.3698 0.8726 0.4219 0.58 -0.48 -0.67 0.2403
C -3.1597 1.5240 0.3456 -0.60 0.00 0.29 -0.2165
C -2.2647 1.0403 -0.5970 0.70 0.20 -0.31 -0.3524
S -0.6534 1.8252 -0.7112 -0.22 -0.04 0.38 2.3268
O -0.7803 3.2076 -0.3660 -0.18 0.01 0.28 -0.9374
O -0.0744 1.4703 -1.9710 -0.09 -0.30 0.05 -0.9397
N 0.2311 1.1379 0.5133 -0.26 0.65 -0.50 -0.8659
C 0.3590 -0.3021 0.5933 -0.02 -0.75 -0.51 -0.2357
C 1.3057 -0.8582 -0.4835 -0.22 -0.02 0.30 -0.2191
N 2.6780 -0.5285 -0.1738 -0.17 -0.12 -0.12 -0.4837
C 3.0892 0.7962 -0.6060 0.14 0.42 0.17 -0.2295
C 3.6809 1.6195 0.5430 0.02 -0.16 -0.06 -0.3975
C 4.5321 0.7890 1.5052 0.11 0.21 -0.14 -0.3971
C 5.4614 -0.2110 0.8126 -0.11 -0.15 0.28 -0.4059
C 4.7897 -1.5621 0.5714 0.02 0.04 -0.37 -0.3905
C 3.6683 -1.5393 -0.4724 0.30 -0.27 0.25 -0.1986
C -2.5482 -0.0353 -1.4202 0.18 0.08 -0.08 -0.1796
C -3.7683 -0.6918 -1.3421 -0.29 0.05 0.22 -0.2775
C -4.6739 -0.2219 -0.4072 0.46 0.39 0.10 0.1982
H -7.6780 -1.6964 -0.1173 0.07 -0.03 -0.06 0.2514
H -6.8726 -1.5141 -1.6959 -0.02 -0.02 0.02 0.2080
H -6.2098 -2.6371 -0.4827 -0.04 0.00 -0.01 0.2068
H -2.9126 2.3776 0.9531 -0.04 0.15 0.14 0.2555
H 0.0181 1.5957 1.3837 -0.05 0.18 0.15 0.4099
H -0.6255 -0.7856 0.4947 0.09 -0.01 0.10 0.1825
H 0.7757 -0.5465 1.5718 -0.06 0.05 -0.06 0.2208
H 0.9887 -0.4749 -1.4625 0.06 -0.21 0.04 0.2021
H 1.1885 -1.9453 -0.4810 0.01 0.07 -0.02 0.1983
H 2.2323 1.3329 -1.0166 0.17 -0.07 -0.07 0.2235
H 3.8355 0.7091 -1.4091 -0.07 -0.02 -0.01 0.1722
H 2.8700 2.0833 1.1064 -0.03 0.10 -0.01 0.2016
H 4.2855 2.4200 0.1116 0.00 0.10 0.01 0.1980
H 3.8734 0.2374 2.1771 0.02 0.01 0.10 0.1976
H 5.1249 1.4750 2.1150 -0.05 -0.01 0.06 0.2046
H 6.3329 -0.3835 1.4495 0.03 0.03 -0.08 0.2080
H 5.8234 0.2033 -0.1293 0.14 0.04 -0.09 0.1947
H 4.3774 -1.9164 1.5184 -0.01 -0.05 0.04 0.1930
H 5.5404 -2.2853 0.2427 0.01 -0.08 0.03 0.2012
H 3.1925 -2.5238 -0.4730 -0.01 0.06 -0.05 0.1930
H 4.1124 -1.3863 -1.4723 -0.07 -0.02 0.03 0.1614
H -1.8001 -0.3352 -2.1362 0.04 -0.09 -0.12 0.2465
H -4.0010 -1.5264 -1.9827 -0.02 -0.10 -0.09 0.2302
```
Positions in Å, forces in eV/Å.

Calculated values
structure (SMILES)	Cn1c(=O)oc2cc(S(=O)(=O)NCCN3CCCCCC3)ccc21
gap between HOMO and LUMO	8.637	eV
relative energy (zero: lowest compared OMol25 entry of this formula, charge and spin)	0.923	eV
maximum force	0.020	hartree/bohr

---

Entry 2:
Formula: C36H91BaF3LiN7O12S
Source: OMol25
Level of theory: the ωB97M-V functional and the def2-TZVPD basis

XYZ file:
```
152
Properties=species:S:1:pos:R:3:forces:R:3:lowdin_charge:R:1
Li 2.3118 6.2824 -0.7058 -0.61 0.48 0.14 0.7956
Ba 7.0463 -0.9947 1.0578 -1.02 -0.84 -0.13 1.8322
C -0.0954 0.8534 1.2020 1.99 0.28 0.38 -0.6445
F -0.2290 0.8684 -0.1421 -0.23 0.32 0.74 0.1048
F -1.1504 1.3624 1.8034 -0.42 0.08 -0.30 0.1486
F 0.0518 -0.4208 1.5531 -0.30 -0.33 0.19 0.1155
S 1.5174 1.8190 1.7344 1.52 0.04 -0.99 0.4682
O 2.6073 0.8122 1.6690 -1.01 0.10 0.61 -0.4208
O 1.6593 2.7221 0.6047 -0.34 0.72 -0.52 -0.4015
O 1.3549 2.5085 3.0008 -0.49 -1.07 -0.41 -0.3325
C -2.2289 6.2247 -3.4462 -0.66 -0.74 0.32 -0.0700
C -1.2383 6.5188 -2.3390 -0.47 -0.21 -0.33 -0.4180
C -1.7273 6.1466 -0.9172 0.44 0.06 -0.77 -0.1930
O -0.7957 6.6113 0.0188 0.75 0.42 -0.28 -0.2120
C -1.1553 6.3810 1.3522 0.01 0.16 0.64 -0.1013
N 0.0182 5.8415 -2.6726 1.39 0.11 0.99 0.0216
H -3.2056 6.6698 -3.2561 0.03 0.20 -0.18 0.0856
H -2.3845 5.1484 -3.5199 -0.08 -0.15 -0.09 0.0823
H -1.8168 6.5601 -4.3980 -0.19 0.15 0.01 0.0817
H -1.1204 7.5983 -2.4330 0.53 0.12 0.69 0.1377
H -1.7978 5.0724 -0.7463 -0.24 -0.41 -0.52 0.1317
H -2.7165 6.5725 -0.7487 -0.14 0.20 0.02 0.1332
H -2.0223 6.9726 1.6461 -0.06 0.26 -0.01 0.0942
H -0.2888 6.6746 1.9447 -0.19 -0.01 0.15 0.0904
H -1.4035 5.3463 1.5885 0.16 -0.32 -0.28 0.0936
H -0.0097 4.8595 -2.4380 -0.33 -0.21 0.14 0.0724
H 0.2371 5.8701 -3.6582 -0.17 0.28 -0.13 0.0685
C 7.2659 -7.1489 2.2831 0.14 -0.93 -0.45 -0.0638
C 6.8111 -5.7081 2.1708 0.47 -0.49 -0.20 -0.4224
C 5.8378 -5.3581 3.2976 2.86 -0.81 -0.53 -0.2273
O 5.4441 -4.0218 3.2603 -0.65 -0.12 -0.26 -0.1969
C 4.3510 -3.8373 4.1215 -1.68 1.28 0.66 -0.1128
N 8.0485 -4.8928 2.2468 -0.37 2.06 -0.55 0.0194
H 8.1341 -7.1821 2.9414 -0.36 -0.38 0.44 0.0866
H 7.6429 -7.5415 1.3387 0.13 0.40 -0.29 0.0848
H 6.5019 -7.8916 2.5126 -0.10 0.21 0.57 0.0902
H 6.2926 -5.5958 1.2186 0.24 0.48 -0.22 0.1364
H 6.5170 -5.4697 4.1427 -0.49 -0.32 0.89 0.1356
H 5.0912 -6.1522 3.2994 -0.58 0.55 0.13 0.1441
H 3.3696 -3.9986 3.6753 0.09 -0.16 -0.76 0.0966
H 4.3282 -2.7921 4.4298 0.18 0.03 0.11 0.0879
H 4.2665 -4.4464 5.0215 1.00 -0.22 0.07 0.1001
H 8.4974 -4.9033 3.1515 -0.45 -0.17 0.45 0.0742
H 8.8084 -5.1373 1.6281 -0.40 -0.53 -0.49 0.0692
C -0.9087 0.4876 7.8699 0.68 -1.17 -0.99 -0.0635
C -0.0887 1.6159 8.4675 -1.59 -1.69 0.09 -0.4868
C 1.3613 1.3480 8.7077 1.15 0.26 2.01 -0.1980
O 1.6281 2.3969 9.6468 1.86 0.43 1.22 -0.2215
C 2.9422 2.3678 10.2896 -1.22 -0.29 -0.82 -0.0711
N -0.2155 2.7678 7.6717 0.13 1.66 -1.51 0.0469
H -0.6436 -0.4564 8.3461 -0.51 -0.02 0.60 0.0729
H -0.6516 0.2301 6.8425 0.31 0.51 -0.44 0.0681
H -1.9840 0.6590 7.8183 0.13 0.14 0.54 0.0819
H -0.6179 1.7851 9.4053 0.64 0.19 0.42 0.1462
H 2.0579 1.4599 7.8768 -0.37 0.17 -0.75 0.1209
H 1.6637 0.4008 9.1543 -0.52 -0.44 0.27 0.1193
H 3.7073 2.3538 9.5133 0.25 0.01 0.04 0.0758
H 3.0397 1.4941 10.9339 -0.02 -0.27 -0.12 0.0799
H 3.0786 3.2335 10.9376 -0.34 0.15 -0.33 0.0844
H 0.3440 3.5194 8.0487 -0.24 0.33 0.69 0.0731
H 0.3590 2.5534 6.8692 -0.35 0.02 -0.97 0.0731
C -2.6458 1.2354 -10.5803 -0.04 -0.26 0.81 -0.0698
C -1.7277 0.1313 -10.0355 0.08 0.70 -0.25 -0.4169
C -2.2130 -0.4384 -8.6509 1.19 0.74 -1.53 -0.1919
O -2.2221 0.6208 -7.7067 0.05 0.28 -0.76 -0.2014
C -2.5195 0.1577 -6.4205 -0.65 -0.15 -0.39 -0.1211
N -1.4130 -0.8782 -11.0779 -0.40 -0.11 1.44 0.0284
H -3.6595 0.8398 -10.6439 -0.17 0.13 -0.18 0.0777
H -2.3321 1.6077 -11.5555 0.07 -0.13 0.02 0.0730
H -2.6412 2.0646 -9.8729 -0.19 0.10 -0.06 0.0700
H -0.7715 0.6052 -9.8135 0.14 0.02 0.17 0.1256
H -1.4062 -1.1217 -8.3860 -0.30 -0.61 0.27 0.1162
H -3.1886 -0.9174 -8.7343 -0.11 -0.20 0.10 0.1276
H -1.9499 -0.7569 -6.2560 0.31 0.10 0.70 0.0820
H -3.5728 -0.1173 -6.3641 -0.29 -0.15 0.08 0.0852
H -2.3813 0.9770 -5.7150 0.44 -0.26 0.05 0.0878
H -0.9912 -0.3910 -11.8556 -0.05 -0.05 -0.12 0.0639
H -2.2863 -1.2782 -11.3899 -0.06 -0.16 -0.33 0.0640
C 5.2269 9.7015 2.2259 1.45 0.38 -0.86 -0.0646
C 4.0784 9.3673 1.3179 -0.63 -0.13 1.11 -0.4583
C 4.2310 9.8693 -0.0743 0.32 0.45 -1.81 -0.1851
O 3.2452 9.3854 -1.0514 0.36 -0.18 1.50 -0.2042
C 3.3870 9.9953 -2.3150 0.47 -0.25 -0.48 -0.1189
N 4.0913 7.9163 1.2561 -1.44 -1.31 -0.89 0.0256
H 6.0651 9.1568 1.7916 0.70 0.54 -0.28 0.0749
H 5.2221 9.2141 3.2008 -0.85 0.60 0.24 0.0925
H 5.4281 10.7728 2.2166 0.24 -0.06 0.56 0.0952
H 3.2462 9.9158 1.7592 -0.92 -1.08 -0.02 0.1533
H 5.2205 9.5846 -0.4320 0.29 -0.22 -0.26 0.1277
H 4.2550 10.9587 -0.0473 -0.31 0.21 -0.19 0.1344
H 4.3149 9.7088 -2.8099 0.84 0.49 0.47 0.0845
H 3.2665 11.0753 -2.2302 0.05 0.01 -0.30 0.0973
H 2.7333 9.5608 -3.0713 -0.98 0.14 0.66 0.0856
H 5.0529 7.7260 1.0129 0.11 -0.52 -0.07 0.0669
H 3.9079 7.4305 2.1224 -0.04 0.32 0.31 0.0812
C 0.2833 -6.4890 -1.8328 -1.04 0.43 0.81 -0.0819
C 1.1511 -7.7236 -1.6143 -0.53 -1.19 -0.05 -0.4266
C 0.4663 -9.1430 -1.9165 0.82 0.18 0.34 -0.1388
O 1.4176 -10.2632 -1.7725 -1.08 1.48 -0.31 -0.2165
C 0.7696 -11.5345 -1.8168 0.42 -0.02 1.41 -0.1142
N 2.3743 -7.5576 -2.3694 0.09 -0.04 -0.44 0.0214
H -0.2479 -6.2984 -2.7653 0.45 -0.62 -0.49 0.0773
H 0.8376 -5.5763 -1.6138 0.46 -0.13 -0.14 0.0668
H -0.5243 -6.4246 -1.1035 -0.11 -0.38 0.22 0.0738
H 1.4295 -7.6988 -0.5608 -0.11 -0.29 0.18 0.1255
H 0.0868 -9.1960 -2.9370 -0.02 0.29 -0.24 0.1184
H -0.3866 -9.2881 -1.2535 -0.02 -0.06 0.25 0.1160
H 1.5575 -12.2770 -1.9435 -0.17 0.05 -0.76 0.0888
H -0.1054 -11.6312 -2.4596 0.42 0.19 -0.63 0.0882
H 0.3975 -11.7894 -0.8245 -0.28 0.23 0.36 0.0792
H 2.7869 -8.4757 -2.4530 0.41 -0.21 0.01 0.0591
H 2.0500 -7.3413 -3.3012 0.31 0.15 -0.49 0.0670
C 4.0780 -0.3517 -3.1060 -1.50 -1.52 0.22 -0.2109
C 4.1812 -1.9042 -3.1669 1.56 0.37 -0.46 -0.2167
O 4.4782 -2.5333 -1.9117 0.15 0.77 0.38 -0.0990
O 5.1458 0.2857 -2.3869 -0.09 -0.76 0.06 -0.0873
H 3.0710 -0.2179 -2.7108 0.21 0.83 0.83 0.1211
H 3.9759 -0.0078 -4.1352 0.56 0.08 -0.12 0.1230
H 4.9992 -2.1046 -3.8588 0.22 -0.32 -0.06 0.1113
H 3.3020 -2.3804 -3.6009 -0.29 0.58 0.01 0.1299
H 4.2868 -3.4706 -1.9926 -0.11 -0.09 -0.06 0.0857
H 4.8767 1.1722 -2.1351 -0.32 0.05 -0.16 0.0839
C -6.3241 -0.1553 -0.1380 0.76 1.33 0.43 -0.0601
C -7.3092 -1.2524 -0.1373 -0.83 -2.16 -0.64 -0.4963
C -6.6782 -2.3517 -1.0582 0.32 -0.59 2.58 -0.1210
C -5.5716 -3.0953 -0.2552 -0.49 0.41 -1.97 -0.1999
C -6.0364 -3.6900 1.0334 0.27 0.52 0.91 -0.1342
C -6.8177 -2.7145 1.9956 1.36 -0.82 0.35 -0.4800
N -7.6831 -1.8189 1.2343 -0.31 -1.20 -2.20 -0.1043
O -8.3577 -0.9211 2.0734 0.45 0.25 -0.65 -0.0017
C -7.7097 -3.5975 2.8998 -0.57 1.22 -0.05 -0.0346
C -5.8074 -1.8908 2.8559 0.27 0.24 0.01 -0.0318
C -8.5894 -0.8502 -0.8861 -1.16 0.54 0.55 -0.0443
H -5.3379 -0.3790 0.2689 -0.25 -0.23 0.58 0.0705
H -6.7902 0.6696 0.4009 0.50 0.60 -0.21 0.0916
H -6.0443 0.0869 -1.1633 -0.60 0.59 -0.09 0.0905
H -7.4385 -3.0941 -1.3008 -0.03 0.18 -0.49 0.1196
H -6.2145 -1.8320 -1.8966 -0.44 -0.35 -0.28 0.1125
H -4.7191 -2.4230 -0.1588 0.10 -0.02 0.36 0.1011
H -5.2450 -3.9015 -0.9121 0.33 -0.15 0.03 0.1063
H -5.1142 -4.0063 1.5206 -0.03 0.05 0.56 0.1123
H -6.5461 -4.6426 0.8889 -0.59 0.29 -0.21 0.1153
H -8.4312 -4.1129 2.2658 0.15 -0.24 0.06 0.0853
H -7.2225 -4.2694 3.6064 0.39 -0.03 -0.38 0.0852
H -8.2916 -2.8967 3.4983 -0.14 -0.10 0.18 0.0734
H -5.0645 -2.4387 3.4355 -0.24 -0.64 -0.12 0.0790
H -5.1984 -1.2206 2.2494 -0.08 0.02 -0.31 0.0627
H -6.2833 -1.2504 3.5986 -0.39 -0.06 -0.06 0.0761
H -8.4596 -0.4522 -1.8925 0.65 -0.19 -0.06 0.0856
H -9.1937 -0.0841 -0.4002 0.33 0.27 0.46 0.0766
H -9.3159 -1.6589 -0.9656 0.38 -0.43 0.03 0.0864
H -7.6923 -0.2366 2.1747 -0.09 0.70 0.62 0.0783
```
Positions in Å, forces in eV/Å.

Calculated values
charge	+2
gap between HOMO and LUMO	2.446	eV
relative energy (zero: lowest compared OMol25 entry of this formula, charge and spin)	12.918	eV
maximum force	0.059	hartree/bohr